{
  "formula": "C36H93N5O16",
  "method": "the ωB97M-V functional and the def2-TZVPD basis",
  "symbols": ["C", "O", "C", "C", "N", "C", "C", "O", "C", "H", "H", "H", "H", "H", "H", "H", "H", "H", "H", "H", "H", "H", "H", "H", "C", "O", "C", "C", "N", "C", "C", "O", "C", "H", "H", "H", "H", "H", "H", "H", "H", "H", "H", "H", "H", "H", "H", "H", "C", "O", "C", "C", "N", "C", "C", "O", "C", "H", "H", "H", "H", "H", "H", "H", "H", "H", "H", "H", "H", "H", "H", "H", "C", "O", "C", "C", "N", "C", "C", "O", "C", "H", "H", "H", "H", "H", "H", "H", "H", "H", "H", "H", "H", "H", "H", "H", "C", "O", "C", "C", "N", "C", "C", "O", "C", "H", "H", "H", "H", "H", "H", "H", "H", "H", "H", "H", "H", "H", "H", "H", "O", "C", "C", "O", "H", "H", "H", "H", "H", "H", "O", "C", "C", "O", "H", "H", "H", "H", "H", "H", "O", "C", "C", "O", "H", "H", "H", "H", "H", "H"],
  "coordinates": [[-15.596604, -17.860668, 11.521918], [-15.725976, -17.228650, 10.288045], [-15.708976, -15.771867, 10.328739], [-15.952955, -15.202511, 8.946664], [-16.384994, -13.815754, 9.035910], [-16.197847, -13.135181, 7.762656], [-16.759336, -11.713792, 7.671442], [-16.216768, -10.999188, 6.568832], [-16.544238, -9.638135, 6.506066], [-14.659263, -17.602564, 12.014736], [-15.661888, -18.944589, 11.427293], [-16.459366, -17.594237, 12.132457], [-14.826897, -15.366520, 10.824451], [-16.455641, -15.403229, 11.032088], [-16.632040, -15.857724, 8.401100], [-15.003344, -15.161249, 8.413171], [-16.086344, -13.206487, 9.784033], [-16.695492, -13.763896, 7.024296], [-15.160526, -13.113368, 7.428611], [-16.330585, -11.243645, 8.556440], [-17.833792, -11.652602, 7.844351], [-16.303693, -9.076651, 7.408827], [-17.553823, -9.397123, 6.173279], [-15.863761, -9.386372, 5.692625], [-10.035291, -4.162442, 11.213924], [-8.906465, -4.465193, 10.467778], [-8.689385, -5.769326, 9.879383], [-9.796926, -6.155322, 8.894148], [-9.760881, -7.556242, 8.517880], [-10.567686, -7.856941, 7.352579], [-10.608656, -9.386931, 7.136952], [-11.065698, -10.099364, 8.279311], [-10.913247, -11.536193, 8.122601], [-10.027414, -4.843663, 12.064786], [-10.973943, -4.373734, 10.701707], [-10.074529, -3.149537, 11.614652], [-8.670461, -6.484208, 10.701984], [-7.671173, -5.772648, 9.490388], [-9.586540, -5.617558, 7.969667], [-10.751178, -5.960307, 9.383511], [-10.048540, -8.086892, 9.327668], [-10.186572, -7.421899, 6.428678], [-11.599950, -7.515993, 7.431797], [-9.635510, -9.794900, 6.863726], [-11.237745, -9.663761, 6.290951], [-11.405345, -11.885309, 7.214823], [-11.301707, -12.031852, 9.012271], [-9.899486, -11.891762, 7.938318], [-20.431060, -7.245327, 12.986709], [-21.138339, -6.277358, 13.728243], [-20.287376, -5.793278, 14.730195], [-21.091157, -4.996560, 15.799840], [-22.083674, -5.959253, 16.317570], [-23.050849, -5.270873, 17.160956], [-22.429380, -4.690172, 18.415960], [-22.300341, -5.817910, 19.353405], [-21.928663, -5.483206, 20.617688], [-20.090257, -8.126464, 13.530348], [-19.542367, -6.874307, 12.476169], [-21.097732, -7.522535, 12.170133], [-19.510693, -5.124213, 14.359753], [-19.856959, -6.621426, 15.293238], [-21.663737, -4.172391, 15.374403], [-20.500709, -4.579452, 16.615625], [-22.392973, -6.450996, 15.491354], [-23.827110, -5.945330, 17.522389], [-23.593163, -4.493254, 16.623087], [-23.237045, -4.120085, 18.875060], [-21.657634, -3.936221, 18.260834], [-21.040915, -4.853558, 20.677341], [-21.704105, -6.424955, 21.118478], [-22.795938, -4.984310, 21.050166], [-16.628136, 1.004328, 16.310900], [-16.856947, 1.206905, 14.912402], [-16.898048, -0.005253, 14.187926], [-15.613961, -0.754738, 13.965561], [-14.750712, -0.018396, 13.033149], [-13.860193, 0.958215, 13.739826], [-13.250075, 1.939604, 12.648653], [-12.505906, 3.004319, 13.229410], [-12.024185, 3.992773, 12.316230], [-16.364843, 1.957794, 16.768799], [-15.778145, 0.330236, 16.416759], [-17.455803, 0.524947, 16.833614], [-17.286827, 0.164058, 13.183809], [-17.535843, -0.736667, 14.684258], [-15.806077, -1.758200, 13.585737], [-15.089318, -0.878803, 14.912897], [-15.345486, 0.362031, 12.310915], [-13.051316, 0.500817, 14.309564], [-14.531550, 1.543877, 14.367806], [-14.041686, 2.434932, 12.086420], [-12.646353, 1.303002, 12.001853], [-11.380198, 4.750224, 12.763062], [-12.862958, 4.485663, 11.824707], [-11.437758, 3.463519, 11.565159], [-6.241889, -0.525342, 4.133071], [-7.294512, -0.488851, 3.145423], [-8.135298, -1.687542, 3.097906], [-8.954403, -1.891922, 4.331240], [-9.930027, -0.859623, 4.557222], [-10.427204, -1.038399, 5.920434], [-11.427003, 0.093799, 6.217532], [-10.825830, 1.403693, 6.119559], [-11.755586, 2.478912, 6.421898], [-5.663218, -1.448882, 4.150537], [-6.607878, -0.363638, 5.146975], [-5.535496, 0.278377, 3.925325], [-7.542187, -2.601570, 3.068376], [-8.754271, -1.657206, 2.201219], [-8.245078, -1.981982, 5.153955], [-9.533993, -2.811491, 4.250301], [-9.387251, -0.011160, 4.482386], [-9.557871, -1.004242, 6.577080], [-10.964413, -1.969618, 6.100262], [-11.676514, 0.064258, 7.278188], [-12.345923, 0.023437, 5.635521], [-12.586960, 2.422502, 5.719227], [-11.238574, 3.438467, 6.414647], [-12.168903, 2.445478, 7.429944], [-17.161061, -0.578672, 9.393411], [-17.165754, -1.578073, 8.406758], [-17.041000, -2.934683, 9.132614], [-15.690916, -3.123425, 9.585539], [-17.167562, 0.252291, 8.912705], [-18.011397, -1.616137, 7.720072], [-16.287815, -1.374943, 7.793521], [-17.320038, -3.774561, 8.496337], [-17.667864, -3.042654, 10.017758], [-15.482243, -2.532590, 10.312841], [-22.781398, -3.852278, 10.032621], [-22.847813, -4.398896, 8.721909], [-24.295382, -4.962945, 8.393703], [-24.442889, -6.056992, 9.300993], [-22.729764, -4.565491, 10.673139], [-22.703989, -3.544145, 8.060975], [-21.997501, -5.073225, 8.620189], [-24.322960, -5.241648, 7.340304], [-25.013850, -4.145064, 8.448100], [-24.632316, -5.690880, 10.167986], [-18.451541, 3.978955, 7.772132], [-18.324761, 5.250328, 7.208091], [-18.226382, 6.206206, 8.427902], [-19.354904, 5.996814, 9.205991], [-19.227260, 3.997105, 8.337387], [-17.418769, 5.281156, 6.602837], [-19.188189, 5.429621, 6.567438], [-18.119356, 7.244730, 8.114633], [-17.312483, 5.923921, 8.950599], [-18.959038, 5.689746, 10.024897]],
  "atomic_forces_ev_per_a": [[-0.47, 0.16, 0.48], [0.30, 1.32, -1.14], [-0.48, -1.06, 0.89], [1.23, 0.60, 0.87], [-1.28, 0.92, -0.84], [-0.75, -0.43, -1.14], [1.23, 0.17, 1.48], [-1.05, -1.48, 0.53], [0.91, -0.03, -1.04], [0.07, 0.06, 0.21], [0.22, 0.06, -0.49], [0.05, 0.22, 0.53], [0.81, -0.32, -0.44], [-0.84, -0.24, -0.11], [-0.29, 0.32, 0.01], [0.28, -0.66, -0.29], [0.44, -0.71, 0.37], [-0.12, -0.03, -0.24], [0.44, 0.18, 0.12], [-0.02, 0.46, 0.52], [-0.27, -0.10, -0.73], [0.07, -0.08, 0.20], [-0.31, -0.34, 0.18], [-0.15, 1.01, 0.09], [-0.73, -1.69, 0.69], [1.47, 0.76, -1.58], [-0.98, 0.36, 1.35], [0.99, -0.17, -0.18], [0.74, 0.17, 0.02], [-0.39, -1.75, 0.38], [0.17, -0.34, -0.19], [0.30, -0.91, 0.16], [-0.17, 0.84, -0.35], [-0.27, -0.04, 0.57], [-0.13, 0.26, -0.28], [0.57, 0.07, -0.47], [-0.14, -0.39, 0.23], [-0.27, 0.25, -0.36], [-0.67, 0.53, 0.10], [-0.23, 0.69, -0.41], [-0.17, -0.50, -0.25], [0.38, 0.15, 0.15], [-0.35, 0.21, 0.20], [0.50, 0.33, 0.12], [-0.40, 0.32, -0.23], [-0.70, 0.08, 0.04], [-0.10, 0.22, -0.14], [0.56, 0.56, 0.43], [-0.45, -0.18, -1.43], [0.68, -0.19, 0.10], [-0.21, 1.60, 2.03], [-0.99, -1.41, -0.70], [1.12, 0.68, 0.60], [0.02, -0.67, -0.34], [-2.27, -1.08, 1.22], [1.08, 0.53, -3.42], [-0.07, 0.14, 1.01], [-0.40, -0.02, 0.47], [0.22, 0.59, 0.20], [-0.07, -0.38, 0.15], [0.24, -0.20, -0.46], [0.32, -0.19, -0.15], [0.26, 0.49, -0.52], [0.44, -0.32, -0.26], [-0.90, -0.02, 0.32], [0.13, -0.28, -0.13], [0.04, 0.52, -0.19], [-0.24, 0.51, -0.01], [0.89, -0.75, 0.32], [0.12, 0.22, -0.02], [-0.13, 0.13, 0.32], [0.15, 0.27, 0.86], [0.63, -0.28, -0.67], [0.00, -0.02, 0.28], [-0.61, -1.06, 0.16], [1.16, 0.99, -0.12], [1.45, -0.88, 0.77], [-1.14, 1.63, -1.99], [-0.25, -0.20, 0.96], [0.48, 0.13, 0.91], [-0.40, -1.26, -0.43], [-0.21, -0.04, -0.14], [0.21, 0.06, 0.29], [-0.39, 0.16, -0.16], [-0.42, 0.47, 0.16], [-0.70, 0.10, 0.21], [-0.28, -0.02, -0.06], [0.20, -0.14, -0.03], [0.32, 0.59, 0.00], [-0.22, -0.30, -0.13], [0.52, 0.26, 0.50], [-0.41, -0.44, -0.31], [0.24, 0.20, -0.36], [-0.23, -0.34, 0.56], [-0.12, 0.15, -0.11], [0.16, 0.19, -0.35], [-0.46, 0.14, -0.26], [-0.05, -1.09, 0.38], [0.78, 0.23, 0.18], [-0.53, -0.10, -0.38], [0.07, -0.64, 0.06], [-0.48, 2.26, -0.49], [0.70, 0.78, 1.54], [-0.41, 0.49, -0.27], [0.55, -1.02, -0.11], [-0.17, -0.33, -0.31], [-0.26, 0.02, 0.08], [-0.24, 0.07, -0.27], [0.61, 0.06, -0.47], [0.16, 0.43, 0.00], [0.07, -0.21, 0.50], [0.39, -0.44, -0.07], [-0.43, 0.67, 0.30], [-0.15, 0.05, 0.68], [0.13, -0.20, -0.45], [-0.51, -0.65, 0.21], [0.08, -0.04, -0.34], [-0.03, 0.35, -0.13], [0.19, -0.22, -0.62], [-0.04, -0.62, 0.28], [-0.68, 0.54, 0.21], [0.51, -1.39, 0.23], [0.97, 0.55, 0.26], [-0.03, -0.58, -0.54], [0.01, 0.32, 0.26], [-0.55, 0.41, 0.28], [0.21, -0.69, -0.27], [0.40, 0.08, -0.26], [-0.53, 0.59, -0.12], [-0.28, 0.22, 0.00], [-0.34, 0.14, 0.13], [-1.22, 0.98, -0.44], [2.91, 0.26, 0.72], [-0.95, 0.03, -0.75], [0.11, -0.13, 0.02], [0.28, 0.06, -0.10], [-0.45, -0.52, -0.47], [0.03, -0.81, 0.19], [-0.21, -0.09, 0.71], [-0.14, 0.08, 0.03], [0.36, -1.36, -0.23], [0.10, 0.64, 0.89], [0.95, 0.04, -2.46], [-0.27, -0.07, 1.19], [-0.16, 0.07, 0.06], [0.01, -0.04, 0.05], [-0.07, 0.51, -0.04], [-0.19, 0.19, 0.02], [0.06, 0.01, 0.11], [-0.78, -0.02, 0.42]],
  "lowdin_charge": [-0.14, -0.19, -0.20, -0.21, -0.08, -0.22, -0.22, -0.19, -0.12, 0.09, 0.09, 0.08, 0.12, 0.11, 0.13, 0.11, 0.11, 0.12, 0.11, 0.11, 0.13, 0.09, 0.08, 0.09, -0.14, -0.20, -0.17, -0.21, -0.07, -0.21, -0.23, -0.20, -0.09, 0.08, 0.07, 0.09, 0.11, 0.12, 0.12, 0.11, 0.11, 0.12, 0.11, 0.11, 0.11, 0.08, 0.09, 0.08, -0.12, -0.18, -0.24, -0.19, -0.06, -0.22, -0.18, -0.19, -0.16, 0.09, 0.08, 0.09, 0.12, 0.12, 0.11, 0.11, 0.10, 0.12, 0.11, 0.11, 0.11, 0.09, 0.09, 0.09, -0.09, -0.18, -0.24, -0.22, -0.07, -0.15, -0.21, -0.21, -0.10, 0.09, 0.07, 0.09, 0.12, 0.12, 0.11, 0.10, 0.09, 0.12, 0.10, 0.11, 0.12, 0.09, 0.08, 0.08, -0.11, -0.19, -0.19, -0.28, -0.05, -0.20, -0.21, -0.21, -0.09, 0.08, 0.08, 0.08, 0.11, 0.12, 0.10, 0.13, 0.11, 0.12, 0.12, 0.11, 0.12, 0.08, 0.08, 0.07, -0.07, -0.25, -0.22, -0.08, 0.09, 0.11, 0.12, 0.11, 0.11, 0.07, -0.08, -0.23, -0.21, -0.07, 0.07, 0.11, 0.11, 0.11, 0.11, 0.08, -0.08, -0.24, -0.26, -0.05, 0.08, 0.12, 0.12, 0.11, 0.12, 0.10],
  "homo_energy_ev": -8.6,
  "max_force_ev_per_a": 3.62,
  "smiles": "COCCNCCOC.COCCNCCOC.COCCNCCOC.COCCNCCOC.COCCNCCOC.OCCO.OCCO.OCCO",
  "de_lowest_ev": 4.545,
  "spin_multiplicity": 1
}